# 1
The following is a DFT calculation (ωB97M-V/def2-TZVPD) of C25H26BN3O2RhS2 as an isolated structure.

```
60
Properties=species:S:1:pos:R:3:forces:R:3
Rh 0.175924 0.131690 0.335402 -0.3261 1.0365 0.5166
C 1.057761 2.868869 1.590164 -0.0171 -0.1099 0.1753
C 0.958188 1.996580 2.841172 0.0838 0.1515 -0.2117
N 0.180769 0.777267 2.579395 -0.1795 -0.0337 -0.2242
C 0.586121 -0.393149 3.366815 0.1099 -0.1006 -0.0065
C 1.946734 -0.963231 2.941259 -0.1284 0.0096 -0.1600
S 2.346807 -0.829504 1.158791 0.2516 0.0784 -0.0311
C 3.406718 0.668672 1.128207 -0.1370 -0.1360 -0.0482
C 2.885841 1.799849 0.244724 0.0546 -0.0473 0.0802
N 1.458624 2.107615 0.398111 -0.0206 -0.0855 -0.1833
H 1.748566 3.695848 1.786082 -0.0309 0.0229 -0.0068
H 0.074360 3.293919 1.380889 0.0161 0.0304 -0.0515
H 0.513106 2.587479 3.644635 0.0145 -0.0330 0.0407
H 1.951875 1.708351 3.176290 -0.0147 -0.0476 0.0465
H -0.807763 0.948689 2.736964 -0.0163 0.0053 0.0793
H -0.179298 -1.152151 3.221338 -0.0336 0.0289 0.0419
H 0.635984 -0.153994 4.434327 -0.0409 -0.0137 0.0011
H 1.969555 -2.029568 3.160858 0.0104 0.0107 0.0406
H 2.781299 -0.509803 3.472758 0.0099 0.0064 0.0006
H 4.370067 0.342003 0.740456 0.0381 0.0593 0.0244
H 3.559652 0.988509 2.154784 0.0365 -0.0127 0.0227
H 3.032781 1.515770 -0.797520 0.0035 0.0593 -0.0252
H 3.503704 2.682450 0.447772 0.0049 0.0098 -0.0742
H 1.174529 2.644561 -0.412635 -0.0535 0.0064 -0.0153
S -4.061285 1.169634 -1.038275 0.1511 -0.0708 0.0644
C -3.020604 2.189387 -2.003359 0.2617 -0.1882 0.2014
C -3.374722 3.177029 -2.902292 0.0096 0.0958 -0.0766
C -2.366546 3.861138 -3.569524 -0.0207 -0.0276 -0.0095
C -1.028078 3.552311 -3.338672 -0.0101 0.0784 -0.0469
C -0.672077 2.564482 -2.439627 -0.0501 -0.2779 0.2378
C -1.671863 1.869303 -1.750751 -0.1538 0.7247 -0.3788
N -1.486736 0.890848 -0.821062 0.4191 -0.7548 0.5093
C -2.649918 0.338992 -0.391550 -0.2547 0.2873 -0.2655
C -2.722581 -0.765636 0.468855 0.1556 -0.2283 0.1120
C -3.911369 -1.020221 1.209252 0.0431 0.0482 -0.0301
C -3.932810 -1.934215 2.221374 -0.1027 0.1085 -0.0922
C -2.776547 -2.684749 2.544893 0.2159 -0.1121 0.0379
C -1.651867 -2.549895 1.778261 -0.0247 -0.1934 0.1303
C -1.578664 -1.643001 0.689781 0.1854 0.5319 -0.4736
H -4.415136 3.409657 -3.087033 0.0072 0.0027 -0.0052
H -2.621121 4.626682 -4.289366 -0.0237 0.0079 0.0286
H -0.258237 4.087247 -3.879265 -0.0019 -0.0201 -0.0069
H 0.364441 2.278392 -2.293980 0.0118 0.0292 -0.0941
H -4.791166 -0.427814 0.988628 -0.0450 -0.0374 0.0765
H -4.842714 -2.088869 2.786469 -0.0050 0.0231 -0.0092
H -2.808887 -3.401678 3.353907 0.0155 -0.0163 -0.0251
H -0.806301 -3.211213 1.940109 -0.0346 0.0098 0.0669
O -0.429043 -1.514482 -1.706571 -0.0708 0.2657 0.1048
B -0.519501 -1.987916 -0.379588 -0.4719 -0.9659 -0.2674
O 0.445690 -2.991276 -0.187811 -0.0017 -0.1417 0.3122
C 1.090798 -3.147155 -1.384037 -0.0532 0.2138 -0.4303
C 2.106459 -4.016636 -1.720654 -0.0993 0.0068 0.2207
C 2.569415 -3.958563 -3.030236 0.0447 0.0342 -0.1466
C 2.036359 -3.065275 -3.956125 0.0998 -0.0846 0.0295
C 1.015359 -2.188386 -3.609079 -0.2145 0.2029 0.1092
C 0.559672 -2.253328 -2.309879 0.3875 -0.4245 0.0876
H 2.508885 -4.717330 -1.001658 0.0012 0.0125 -0.0075
H 3.361350 -4.626832 -3.340656 -0.0122 -0.0060 0.0152
H 2.422511 -3.056775 -4.966244 -0.0128 0.0024 0.0037
H 0.584909 -1.490577 -4.315274 0.0190 -0.0313 -0.0144
```
Positions in Å, forces in eV/Å.

As for the charge: +1. The calculation puts the highest occupied orbital energy (spin up / spin down) at -0.293 / -0.388 Ha. Its orbital gap (spin up / spin down) is 0.212 / 0.207 Eh. The spin multiplicity is 5.

Let us look at the Mulliken charges, expressed in e, one per atom: number 1, Rh, carries -0.351; number 2, C, carries -0.866; number 3, C, carries -0.848; number 4, N, carries 0.016; number 5, C, carries -0.440; number 6, C, carries -0.917; number 7, S, carries 0.067; number 8, C, carries -0.746; number 9, C, carries -0.839; number 10, N, carries 0.242; number 11, H, carries 0.406; number 12, H, carries 0.405; number 13, H, carries 0.406; number 14, H, carries 0.295; number 15, H, carries 0.277; number 16, H, carries 0.058; number 17, H, carries 0.427; number 18, H, carries 0.517; number 19, H, carries 0.501; number 20, H, carries 0.522; number 21, H, carries 0.403; number 22, H, carries 0.394; number 23, H, carries 0.331; number 24, H, carries 0.100; number 25, S, carries -0.399; number 26, C, carries 1.054; number 27, C, carries -0.698; number 28, C, carries -0.484; number 29, C, carries -0.893; number 30, C, carries -0.435; number 31, C, carries -0.820; number 32, N, carries 0.530; number 33, C, carries 0.235; number 34, C, carries 0.956; number 35, C, carries -1.184; number 36, C, carries -0.775; number 37, C, carries -0.564; number 38, C, carries -1.442; number 39, C, carries 1.267; number 40, H, carries 0.422; number 41, H, carries 0.410; number 42, H, carries 0.418; number 43, H, carries 0.492; number 44, H, carries 0.373; number 45, H, carries 0.426; number 46, H, carries 0.461; number 47, H, carries 0.477; number 48, O, carries -0.715; number 49, B, carries 2.071; number 50, O, carries -0.565; number 51, C, carries 0.611; number 52, C, carries -1.060; number 53, C, carries -0.542; number 54, C, carries -0.577; number 55, C, carries -1.035; number 56, C, carries 0.764; number 57, H, carries 0.504; number 58, H, carries 0.411; number 59, H, carries 0.416; number 60, H, carries 0.531


# 2
The following is a DFT calculation (ωB97M-V/def2-TZVPD) of a 2-piece molecular cluster, C3H12NO overall.

```
17
Properties=species:S:1:pos:R:3:forces:R:3
C -0.422456 -1.868083 1.826679 0.4862 0.7826 1.3168
N 0.701732 -1.438376 0.880464 -4.7147 2.4778 0.0577
H -1.064460 -2.684755 1.391532 0.8735 0.9272 0.4320
H -0.973478 -0.885443 1.990893 0.2653 -1.4108 -0.1081
H 0.103205 -2.124459 2.820277 -1.0306 -0.0010 -1.4957
H 1.193409 -2.217485 0.567727 1.8879 -1.7204 -0.9102
H 0.139438 -0.864008 0.110321 1.3639 -1.3668 0.6140
H 1.160695 -0.657723 1.373897 1.2453 -0.0385 0.4000
C -0.603782 1.402770 -1.447021 -0.4377 0.2920 1.3276
O -0.797487 0.159072 -0.572022 -1.6709 1.9791 -2.5775
C 0.804588 1.873825 -1.115406 1.1166 1.8079 -0.0249
H -1.452894 2.190294 -1.204053 1.8087 -1.6636 -0.1749
H -0.669589 1.192856 -2.532085 -0.1419 -0.3965 0.6706
H -1.668980 -0.163605 -0.900608 0.6829 -0.2670 0.6506
H 1.603715 1.209984 -1.574840 -1.1086 0.5350 0.7634
H 0.972109 1.958071 0.043392 -0.2925 -0.0197 -2.3307
H 0.974236 2.917065 -1.659146 -0.3334 -1.9174 1.3892
```
Positions in Å, forces in eV/Å.

The calculation puts the highest occupied orbital energy (spin up / spin down) at -0.108 / -0.421 Ha. Its orbital gap (spin up / spin down) is 0.137 / 0.443 Eh. The spin multiplicity is 2.

Let us look at the Mulliken charges, expressed in e, one per atom: number 1, C, carries -1.683; number 2, N, carries -2.080; number 3, H, carries 0.491; number 4, H, carries 0.452; number 5, H, carries 0.617; number 6, H, carries 1.087; number 7, H, carries 0.289; number 8, H, carries 0.892; number 9, C, carries -0.283; number 10, O, carries -0.264; number 11, C, carries -1.303; number 12, H, carries 0.280; number 13, H, carries 0.333; number 14, H, carries 0.183; number 15, H, carries 0.325; number 16, H, carries 0.353; number 17, H, carries 0.312


# 3
The following is a DFT calculation (ωB97M-V/def2-TZVPD) of a single C5H11N molecule.

```
17
Properties=species:S:1:pos:R:3:forces:R:3
C -0.859553 -1.637024 1.078080 -0.0372 -0.0010 -0.0404
C 0.527564 -1.006774 1.087621 0.0088 -0.0555 0.1625
N 0.789100 -0.186129 -0.094901 0.0004 -0.1233 0.0108
C 1.180038 1.195265 0.122582 0.1781 0.2195 0.0510
C -0.145886 0.864646 -0.453006 -0.1912 0.0529 -0.0335
C -0.431843 1.015872 -1.927193 0.0098 0.0173 -0.0173
H -0.928556 -2.414046 1.846578 -0.0001 0.1158 -0.1183
H -1.635049 -0.891979 1.285842 0.0913 -0.1413 -0.0620
H -1.073357 -2.090695 0.104938 0.0516 0.0201 0.1231
H 0.657140 -0.427655 2.016830 -0.0474 -0.0307 -0.1289
H 1.290311 -1.794367 1.098851 -0.1008 0.1250 0.0309
H 1.197985 1.556584 1.152691 0.0205 -0.0926 -0.1615
H 1.977198 1.583108 -0.509383 -0.1294 -0.0795 0.0592
H -0.999306 1.020793 0.210629 0.1571 -0.0249 -0.0806
H -0.861987 1.998550 -2.150640 0.0535 -0.1260 0.0439
H -1.130936 0.245869 -2.272575 0.0725 0.1109 0.0736
H 0.496781 0.904138 -2.496120 -0.1375 0.0135 0.0873
```
Positions in Å, forces in eV/Å.

As for the structure (SMILES): CCN1C[C@H]1C. The calculation puts the highest occupied orbital energy at -0.328 Ha. Its orbital gap is 0.374 Eh. The spin multiplicity is 1.

Let us look at the Mulliken charges, expressed in e, one per atom: number 1, C, carries -1.121; number 2, C, carries -0.324; number 3, N, carries -0.314; number 4, C, carries -0.607; number 5, C, carries 0.417; number 6, C, carries -1.380; number 7, H, carries 0.372; number 8, H, carries 0.294; number 9, H, carries 0.289; number 10, H, carries 0.223; number 11, H, carries 0.320; number 12, H, carries 0.269; number 13, H, carries 0.244; number 14, H, carries 0.388; number 15, H, carries 0.334; number 16, H, carries 0.274; number 17, H, carries 0.321


Values of ΔE to the lowest compared entry with this formula, charge and spin, in order: 47.8; 176.1; 115.8, all in kJ/mol.
Values of strongest force on any atom, in order: 1.203; 5.326; 0.287, all in eV/A.